1.
# C48H109N14O14

14 unconnected molecules or ions with the total composition C48H109N14O14 at a distorted geometry (the ωB97M-V functional and the def2-TZVPD basis, OMol25).

Results
Relative energy (zero: lowest compared OMol25 entry of this formula, charge and spin)   7.213 eV
Kohn-Sham gap   5.17 eV
HOMO energy   -0.1270 hartree

Structure (ORCA input):
```
! RIJCOSX wB97M-V def2-TZVPD def2/J DEFGRID3
* xyz -1 1
H 19.459 13.609 15.967
H 13.594 14.196 13.063
C 12.987 11.654 20.036
N 17.382 10.453 15.678
N 12.279 10.858 16.243
C 15.267 16.452 16.368
C 11.310 15.005 20.304
H 12.007 17.666 13.163
H 13.683 19.336 9.011
H 19.196 17.849 11.215
H 21.797 15.935 17.189
O 15.681 19.607 10.184
H 11.946 11.928 19.886
C 9.788 19.148 13.377
H 21.153 15.589 9.556
C 14.410 17.129 17.442
N 14.436 20.205 19.206
H 14.261 11.271 16.538
C 16.091 14.260 14.112
O 22.626 14.846 18.622
C 13.584 11.118 15.707
H 13.400 20.819 17.588
H 12.358 19.878 19.110
H 18.757 20.753 15.924
H 13.425 12.067 15.145
C 15.858 19.948 11.325
H 19.250 19.149 14.794
O 8.376 16.916 19.496
H 18.695 11.547 14.430
C 13.207 13.072 9.262
C 15.822 16.715 13.458
H 18.409 13.534 10.634
H 19.680 17.133 9.686
O 17.967 10.999 17.860
H 13.900 10.347 15.053
H 17.102 14.558 14.480
C 15.699 19.983 19.930
H 15.751 12.541 18.429
H 13.727 20.868 10.653
C 12.658 19.555 8.752
C 20.014 17.437 10.673
O 10.975 11.504 9.887
H 17.615 16.468 14.606
H 16.491 20.378 19.285
C 15.108 15.455 13.983
H 11.546 17.313 10.987
H 20.659 16.801 13.434
O 9.988 19.165 8.205
H 16.251 13.781 13.145
H 13.005 19.904 20.741
O 21.957 14.469 11.107
O 20.054 17.394 15.436
C 16.159 17.601 15.781
C 20.969 12.775 17.859
C 16.842 17.243 14.421
H 13.776 12.591 8.430
C 13.891 21.402 11.566
H 15.651 13.508 14.742
C 21.252 15.359 10.685
H 11.400 14.048 20.815
C 20.416 14.156 15.923
H 15.791 14.398 16.909
H 15.095 17.506 18.216
C 18.580 20.298 16.853
H 19.923 12.751 18.114
H 12.612 9.769 17.970
H 14.993 17.372 13.247
H 13.817 22.478 11.370
C 10.383 18.650 9.243
O 13.254 10.792 20.849
H 13.718 17.888 17.067
C 19.591 18.513 15.616
H 11.028 9.458 17.224
C 18.766 10.297 10.681
H 14.784 14.951 11.903
H 18.063 12.478 15.778
H 13.124 21.131 12.301
C 19.260 18.163 17.986
C 11.343 11.867 16.432
H 11.874 14.826 19.403
H 13.138 17.526 10.341
H 16.825 17.939 16.591
H 15.946 9.248 14.688
H 20.728 15.044 12.965
N 19.234 19.019 16.821
H 20.091 18.443 18.622
H 20.751 18.235 10.539
H 20.202 15.209 15.662
C 13.216 19.610 19.709
H 19.550 17.200 17.609
H 15.506 18.470 15.623
H 13.537 15.985 12.649
C 12.262 18.072 10.706
H 17.024 10.404 8.895
C 19.091 12.796 10.249
H 15.326 10.904 19.038
H 8.207 14.324 19.260
O 10.273 11.860 17.053
C 17.791 11.698 15.054
N 18.431 11.481 10.007
H 19.168 16.012 12.870
H 15.755 20.472 20.901
H 10.099 17.260 20.458
H 15.706 22.383 13.310
H 21.002 13.781 15.061
H 8.898 19.729 13.732
C 12.078 9.608 17.010
C 21.881 14.994 17.704
N 21.097 14.063 17.157
C 9.194 14.073 19.614
H 19.867 12.572 10.969
H 17.345 18.140 14.015
C 10.815 19.899 15.423
H 19.008 20.949 17.612
H 19.681 10.426 11.306
H 11.711 19.754 16.021
H 13.778 13.968 9.520
H 17.229 15.465 16.874
H 14.842 12.830 11.471
H 16.776 19.618 11.911
H 15.826 12.258 20.153
C 14.430 20.781 17.974
H 12.372 13.349 18.410
H 11.707 12.847 16.082
C 17.653 10.215 17.000
H 17.548 8.559 15.011
C 17.383 11.423 8.978
O 18.225 9.232 10.623
C 14.354 11.891 11.185
H 9.970 19.647 16.045
H 16.963 11.997 14.461
H 19.631 13.050 9.341
N 9.906 15.271 19.982
H 17.416 9.175 17.262
H 18.269 18.175 18.435
H 12.197 13.297 8.982
H 15.801 18.914 20.069
H 21.213 11.913 17.297
N 15.221 20.894 12.047
O 15.370 21.229 17.342
H 9.778 18.133 10.002
H 12.411 18.804 11.534
N 14.374 15.826 15.270
H 12.413 20.576 8.845
H 21.447 12.815 18.850
H 16.577 12.145 9.153
H 12.466 19.317 7.714
H 11.669 15.830 20.942
H 16.142 16.355 12.481
C 13.454 13.338 18.360
H 14.901 11.357 10.424
H 9.054 13.358 20.484
H 9.735 13.556 18.825
C 11.939 18.137 14.137
C 16.178 15.398 17.078
H 13.831 14.360 18.547
C 15.673 21.310 13.299
H 11.737 17.368 14.921
H 12.889 18.639 14.398
H 14.965 21.001 14.112
H 16.655 20.894 13.462
C 15.281 11.991 19.257
N 20.652 16.347 11.359
H 14.141 11.264 12.018
C 20.262 16.040 12.756
H 12.126 10.673 11.347
H 10.813 20.981 15.394
H 13.910 13.147 17.355
O 13.647 14.775 15.781
H 17.364 9.666 13.697
N 11.743 18.726 9.540
O 9.721 18.395 12.421
N 13.882 12.305 19.277
C 9.415 16.561 19.967
H 16.107 15.610 18.142
N 10.882 19.188 14.163
C 14.173 15.088 12.831
C 11.997 11.448 10.546
H 17.864 11.708 8.064
H 13.320 18.521 19.805
C 17.014 9.450 14.696
N 13.085 12.211 10.504
H 17.454 20.293 16.983
H 13.837 16.305 17.854
H 12.493 8.739 16.482
*
```



2.
# C48H113N2O3P2

5 unconnected molecules or ions with the total composition C48H113N2O3P2 at a distorted geometry (the ωB97M-V functional and the def2-TZVPD basis, OMol25).

Results
Relative energy (zero: lowest compared OMol25 entry of this formula, charge and spin)   6.094 eV
Kohn-Sham gap   5.12 eV
HOMO energy   -0.3441 hartree

Structure (ORCA input):
```
! RIJCOSX wB97M-V def2-TZVPD def2/J DEFGRID3
* xyz 3 1
C -10.543 6.778 26.938
H -8.206 11.234 12.408
C -6.616 20.105 23.899
H -13.818 19.904 23.739
C -18.612 20.074 18.468
H -15.255 13.808 19.057
C -3.523 16.585 28.834
H -11.066 7.398 27.666
P -14.865 18.339 19.462
H -6.341 16.248 22.410
H -16.628 16.934 17.299
C -5.947 15.266 24.850
H -12.917 10.041 11.293
H -8.541 12.857 12.519
H -16.529 14.682 16.445
H -12.125 11.533 11.295
C -8.100 15.802 27.019
H -9.122 17.495 27.814
H -10.025 8.811 25.061
H -3.328 16.303 21.737
H -12.570 18.226 19.014
H -11.010 16.234 28.376
H -10.310 12.699 10.740
C -4.853 15.677 23.745
N -11.742 7.611 24.881
C -9.938 6.476 21.135
C -11.754 19.418 15.079
H -7.006 19.550 23.046
H -5.104 18.664 24.498
H -10.961 12.009 8.624
C -13.767 22.007 23.390
C -13.434 9.640 24.882
H -10.429 9.552 11.624
H -5.538 14.786 21.880
H -16.220 12.721 18.034
H -14.076 22.592 24.257
H -9.952 5.502 21.624
H -2.808 14.799 29.625
H -16.272 16.344 19.868
O -10.264 11.647 13.114
H -9.679 10.530 14.693
H -2.302 16.272 30.550
H -9.189 8.266 8.857
H -12.301 6.294 23.157
H -5.080 21.408 24.395
C -7.160 17.974 25.165
H -12.683 21.937 23.484
C -14.496 20.257 21.583
H -8.789 7.992 23.213
C -14.799 18.773 21.260
H -7.720 14.906 27.508
C -4.373 16.472 21.476
H -9.573 7.224 26.719
C -9.733 7.453 23.295
C -17.551 19.199 19.295
H -10.388 10.408 8.008
H -5.448 14.598 25.552
H -12.338 5.861 26.001
H -9.297 11.812 8.220
C -14.360 20.622 23.124
H -6.756 14.714 24.371
H -13.915 18.242 21.614
H -20.747 20.180 18.091
C -12.156 10.594 10.742
H -8.454 15.331 29.901
H -15.670 18.322 21.736
H -11.189 18.842 17.119
H -4.389 16.657 23.852
H -13.210 8.004 26.360
H -15.388 20.788 23.444
H -9.232 12.203 14.791
C -15.843 16.299 17.710
H -11.788 9.147 26.287
N -9.649 10.775 10.010
H -10.848 9.105 9.894
H -20.350 20.413 19.754
H -3.856 17.584 29.116
H -7.566 20.493 24.266
H -14.054 22.599 22.522
H -14.095 19.548 16.735
H -5.680 17.898 27.521
C -11.953 19.424 16.605
H -10.787 19.871 14.864
O -10.578 14.515 22.232
C -20.067 19.838 18.872
H -11.895 20.403 17.081
C -8.389 16.781 28.190
H -10.888 5.623 25.058
C -10.441 15.643 29.093
H -18.330 21.118 18.608
H -8.892 15.524 26.322
C -5.371 15.753 22.353
H -7.494 17.245 28.605
H -12.613 7.922 23.087
H -8.934 6.741 20.804
H -5.916 21.903 22.771
H -8.634 12.697 10.451
C -13.291 18.898 17.080
H -9.180 16.917 30.203
H -14.635 15.963 19.468
H -10.884 9.223 23.712
H -12.633 10.770 9.777
C -16.128 19.459 18.752
H -15.778 20.455 19.022
C -12.687 7.093 23.790
H -13.066 19.933 18.861
H -4.054 14.940 23.666
H -11.013 15.507 30.011
C -15.627 13.635 18.047
H -4.614 16.188 20.452
C -5.325 16.940 27.141
H -10.074 14.095 21.508
C -4.720 15.908 28.068
H -18.424 19.783 17.434
H -12.844 10.342 24.294
C -9.043 16.134 29.457
C -8.241 10.078 9.765
H -11.687 18.437 14.611
C -3.094 15.791 29.975
H -17.759 19.338 20.356
C -10.155 11.275 8.626
C -13.324 18.903 18.612
H -14.706 13.485 17.484
H -4.435 15.036 27.479
H -5.747 19.474 25.746
C -9.423 12.083 10.885
H -5.439 15.517 28.787
H -12.493 19.948 14.478
H -13.546 20.504 21.110
H -2.709 16.683 28.117
C -5.597 21.134 23.474
H -7.621 8.097 9.550
C -10.523 8.328 24.220
H -4.627 17.529 21.559
H -4.555 17.128 26.392
H -17.714 18.133 19.137
C -9.056 11.914 12.338
H -10.935 11.734 15.002
H -4.894 20.598 22.837
C -12.541 8.589 25.731
H -15.389 20.770 21.226
H -17.373 14.835 17.912
H -13.942 10.133 25.711
O -10.366 7.523 22.048
H -13.700 6.864 24.121
H -10.209 14.687 28.622
C -6.088 18.997 24.828
H -9.497 6.520 23.806
C -16.359 14.832 17.511
H -16.142 19.213 17.690
H -7.758 18.532 25.885
H -20.319 18.802 19.098
C -11.419 6.349 25.674
H -7.883 9.826 10.763
H -14.157 9.097 24.273
P -6.678 16.483 26.046
C -10.777 9.889 10.648
H -7.589 10.849 9.355
H -13.516 17.911 16.678
H -10.315 5.824 27.415
H -3.810 15.658 30.785
H -10.602 6.596 20.279
C -15.468 16.604 19.180
C -8.244 8.793 8.988
H -7.886 8.980 7.975
H -15.021 16.489 17.021
H -7.809 17.806 24.306
C -10.020 11.535 14.443
*
```